Molecular formula: C3H6N2O
Method: DFT, ωB97M-V/def2-TZVPD

Values from the calculation:
strongest force on any atom	0.083	Eh/bohr
HOMO level	-7.2	eV
LUMO	0.037	hartree
energy relative to the best compared isomer or geometry (same formula, charge and spin)	521.9	kJ/mol
SMILES	CN1C=CON1
calculated total energy	-302.494320	a.u.
gap between HOMO and LUMO	8.24	eV

```
! RIJCOSX wB97M-V def2-TZVPD def2/J DEFGRID3
* xyz 0 1
C 0.815 -0.979 0.272
C 2.123 -0.795 0.061
C -1.188 0.543 0.471
N 1.179 1.213 -0.060
N 0.206 0.264 0.407
O 2.424 0.576 0.111
H 0.201 -1.983 0.450
H 2.958 -1.457 0.242
H -1.274 1.326 1.176
H -1.505 0.992 -0.549
H -1.499 -0.297 0.979
H 1.061 1.274 -1.106
*
```

Löwdin population analysis, charges in e, atoms 1 to 4:
1 C -0.107
2 C -0.142
3 C -0.054
4 N 0.007



Molecular formula: C4H9N3
Method: DFT, ωB97M-V/def2-TZVPD

Values from the calculation:
strongest force on any atom	0.154	Eh/bohr
HOMO level	-9.0	eV
LUMO	0.027	hartree
energy relative to the best compared isomer or geometry (same formula, charge and spin)	458.9	kJ/mol
SMILES	CN(C)N(C)C#N
calculated total energy	-321.915575	a.u.
gap between HOMO and LUMO	9.70	eV

```
! RIJCOSX wB97M-V def2-TZVPD def2/J DEFGRID3
* xyz 0 1
C -0.178 1.913 -1.214
C 1.345 -0.135 -1.063
C 0.068 0.288 1.584
C -1.378 -1.235 0.206
N -0.324 3.027 -1.300
N -0.007 0.296 -0.962
N -0.669 0.024 0.291
H 2.084 0.743 -1.155
H 1.567 -0.890 -0.254
H 1.335 -0.779 -1.981
H 0.063 1.440 1.632
H -0.384 -0.355 2.325
H 1.043 -0.035 1.343
H -0.820 -2.016 0.705
H -2.288 -0.946 0.811
H -1.456 -1.340 -0.968
*
```

Löwdin population analysis, charges in e, atoms 1 to 4:
1 C -0.160
2 C -0.129
3 C -0.035
4 C -0.098



Molecular formula: C22H18CuF3N4O5S2
Method: DFT, ωB97M-V/def2-TZVPD

Values from the calculation:
strongest force on any atom	0.037	Eh/bohr
HOMO level	-0.8	eV
LUMO	0.166	hartree
calculated total energy	-4180.962246	a.u.
gap between HOMO and LUMO	5.28	eV

```
! RIJCOSX wB97M-V def2-TZVPD def2/J DEFGRID3
* xyz -2 1
Cu 0.551 -0.605 -0.983
N -3.072 -0.468 1.452
C -1.830 -0.436 0.835
S -1.532 -1.710 -0.277
N -0.968 0.442 1.246
N 0.192 0.525 0.589
C 1.259 0.943 1.237
C 1.218 1.404 2.640
C 1.931 0.749 3.643
C 1.888 1.213 4.945
C 1.145 2.340 5.266
C 0.434 2.994 4.273
C 0.463 2.527 2.972
C 2.511 0.897 0.557
C 3.709 1.422 1.097
C 4.903 1.107 0.494
C 4.903 0.377 -0.696
C 3.671 0.033 -1.243
N 2.534 0.256 -0.629
H -3.730 -1.021 0.922
H -3.408 0.428 1.772
H 2.503 -0.131 3.383
H 2.436 0.691 5.718
H 1.115 2.704 6.287
H -0.144 3.877 4.512
H -0.083 3.029 2.187
H 3.683 2.023 1.996
H 5.841 1.419 0.945
H 5.829 0.075 -1.163
H 3.591 -0.474 -2.196
F 3.067 -4.771 2.287
C 2.451 -3.584 2.027
F 3.204 -2.660 2.679
F 1.285 -3.643 2.704
C 2.278 -3.222 0.434
O 2.800 -4.037 -0.304
O 1.675 -2.166 0.299
C -6.106 -0.896 -3.418
C -4.644 -0.541 -3.504
C -3.663 -1.483 -3.226
C -2.322 -1.130 -3.235
C -1.958 0.173 -3.502
C -2.920 1.111 -3.821
C -4.257 0.755 -3.831
S -0.244 0.707 -3.306
O 0.505 -0.498 -2.899
O 0.170 1.169 -4.625
O -0.308 1.759 -2.309
H -6.231 -1.966 -3.258
H -6.641 -0.612 -4.326
H -6.567 -0.368 -2.580
H -3.945 -2.492 -2.959
H -1.552 -1.846 -3.003
H -2.607 2.119 -4.044
H -5.014 1.496 -4.062
*
```

Löwdin population analysis, charges in e, atoms 1 to 4:
1 Cu 0.117
2 N 0.017
3 C -0.851
4 S 0.685



Molecular formula: C29H58N4O10P2
Method: DFT, ωB97M-V/def2-TZVPD

Values from the calculation:
strongest force on any atom	0.023	Eh/bohr
HOMO level	-8.1	eV
LUMO	0.006	hartree
SMILES	CCOP(=O)(CCC[C@H]1C(=O)O[C@@](CCN(CC)C(C)=O)([PH2]=O)[C@]1(CCN(CC)C(C)=O)ON=O)OCC.CCN(CC)CC
calculated total energy	-2793.907760	a.u.
gap between HOMO and LUMO	8.25	eV

```
! RIJCOSX wB97M-V def2-TZVPD def2/J DEFGRID3
* xyz 0 1
C 4.535 -0.403 1.451
C 5.507 0.310 0.529
O 5.132 0.037 -0.833
P 5.462 1.080 -2.009
O 5.309 0.468 -3.330
C 4.385 2.495 -1.693
C 3.096 2.427 -2.527
C 2.086 1.445 -1.915
C 1.058 0.952 -2.950
C 1.571 -0.339 -3.547
O 2.147 -0.557 -4.545
O 1.252 -1.351 -2.656
C 0.044 -0.991 -1.907
C -1.065 -1.995 -2.261
C -1.083 -3.302 -1.469
N -1.902 -4.342 -2.122
C -2.258 -5.408 -1.162
C -1.023 -6.124 -0.628
C -3.125 -3.839 -2.687
C -3.555 -4.476 -3.985
O -3.770 -2.982 -2.149
P 0.561 -1.137 -0.147
O -0.529 -1.085 0.859
C -0.305 0.443 -2.423
C -1.019 1.383 -1.457
C -2.236 0.834 -0.692
N -3.171 1.921 -0.385
C -4.336 1.418 0.372
C -5.478 0.990 -0.555
C -2.551 2.996 0.348
C -1.769 2.655 1.605
O -2.672 4.122 -0.018
O -1.012 0.241 -3.674
N -2.387 0.608 -3.695
O -2.849 0.335 -4.724
O 6.913 1.639 -1.654
C 8.062 1.101 -2.358
C 9.312 1.609 -1.670
H 3.621 0.178 1.607
H 4.272 -1.376 1.030
H 4.995 -0.571 2.428
H 6.530 -0.046 0.676
H 5.497 1.390 0.711
H 4.935 3.425 -1.852
H 4.112 2.481 -0.629
H 2.659 3.430 -2.569
H 3.321 2.117 -3.553
H 1.582 1.954 -1.089
H 2.647 0.606 -1.492
H 0.881 1.740 -3.683
H -2.025 -1.495 -2.144
H -0.927 -2.224 -3.324
H -0.065 -3.709 -1.441
H -1.403 -3.126 -0.433
H -2.914 -6.116 -1.681
H -2.840 -4.973 -0.335
H -0.328 -6.350 -1.440
H -0.516 -5.528 0.135
H -1.319 -7.065 -0.155
H -3.958 -3.703 -4.641
H -4.356 -5.195 -3.782
H -2.732 -5.000 -4.468
H 1.318 -2.318 -0.177
H 1.538 -0.149 0.026
H -1.332 2.268 -2.024
H -0.276 1.726 -0.732
H -1.918 0.305 0.219
H -2.792 0.133 -1.314
H -4.681 2.215 1.039
H -4.031 0.570 1.006
H -5.407 -0.067 -0.827
H -5.441 1.589 -1.468
H -6.446 1.147 -0.074
H -0.706 2.839 1.411
H -1.893 1.625 1.945
H -2.070 3.340 2.400
H 8.006 1.422 -3.400
H 8.013 0.008 -2.334
H 10.177 1.446 -2.318
H 9.482 1.085 -0.726
H 9.221 2.676 -1.459
C -0.228 0.219 3.707
C -0.927 1.172 4.662
N -2.203 1.633 4.132
C -2.774 2.745 4.871
C -3.202 2.506 6.323
C -3.132 0.589 3.725
C -3.555 -0.446 4.775
H -0.149 0.665 2.716
H 0.778 -0.011 4.064
H -0.757 -0.726 3.598
H -0.306 2.061 4.807
H -1.013 0.694 5.651
H -3.632 3.116 4.302
H -2.033 3.551 4.858
H -4.116 1.917 6.390
H -3.393 3.463 6.811
H -2.425 1.996 6.895
H -2.687 0.055 2.880
H -4.020 1.086 3.324
H -2.700 -0.813 5.344
H -4.011 -1.304 4.279
H -4.284 -0.049 5.480
*
```

Löwdin population analysis, charges in e, atoms 1 to 4:
1 C -0.069
2 C -0.273
3 O -0.219
4 P 0.479



Molecular formula: C23H28N4O3
Method: DFT, ωB97M-V/def2-TZVPD

Values from the calculation:
strongest force on any atom	0.018	Eh/bohr
HOMO level	-8.0	eV
LUMO	0.024	hartree
energy relative to the best compared isomer or geometry (same formula, charge and spin)	344.1	kJ/mol
SMILES	COc1ccc(NC(=O)c2cc(OCCCN(C)C)nn2Cc2ccccc2)cc1
calculated total energy	-1337.960326	a.u.
gap between HOMO and LUMO	8.63	eV

```
! RIJCOSX wB97M-V def2-TZVPD def2/J DEFGRID3
* xyz 0 1
C -1.148 1.372 -7.232
H -1.453 2.032 -8.043
O -1.303 2.122 -6.053
C -0.985 1.534 -4.864
C -1.153 2.329 -3.728
C -0.861 1.831 -2.479
C -0.392 0.526 -2.324
C -0.223 -0.264 -3.454
C -0.516 0.235 -4.711
H -0.373 -0.408 -5.565
H 0.138 -1.273 -3.347
N -0.122 0.081 -1.028
C 0.329 -1.137 -0.608
O 0.607 -2.061 -1.353
C 0.417 -1.215 0.858
C -0.118 -0.365 1.823
C 0.211 -0.969 3.046
N 0.892 -2.092 2.846
N 0.997 -2.237 1.531
C 1.791 -3.319 1.003
C 3.211 -2.854 0.784
C 4.004 -2.539 1.880
C 5.296 -2.082 1.695
C 5.804 -1.935 0.414
C 5.013 -2.240 -0.680
C 3.718 -2.694 -0.497
H 3.093 -2.918 -1.349
H 5.404 -2.120 -1.680
H 6.814 -1.581 0.270
H 5.910 -1.840 2.551
H 3.595 -2.646 2.874
H 1.348 -3.653 0.064
H 1.762 -4.117 1.748
O -0.060 -0.558 4.301
C -0.856 0.607 4.399
C -2.334 0.354 4.063
C -3.003 1.604 3.487
N -2.552 1.876 2.125
C -3.316 1.116 1.152
H -3.246 0.054 1.377
H -2.908 1.284 0.156
H -4.380 1.401 1.143
C -2.591 3.291 1.810
H -2.216 3.441 0.798
H -1.947 3.833 2.501
H -3.606 3.713 1.867
H -2.741 2.457 4.118
H -4.098 1.485 3.524
H -2.867 0.036 4.959
H -2.391 -0.461 3.341
H -0.458 1.389 3.742
H -0.747 0.932 5.436
H -0.695 0.526 1.686
H -0.294 0.765 -0.305
H -0.992 2.460 -1.609
H -1.516 3.336 -3.855
H -1.786 0.483 -7.231
H -0.106 1.071 -7.384
*
```

Löwdin population analysis, charges in e, atoms 1 to 4:
1 C -0.093
2 H 0.092
3 O -0.089
4 C -0.282



Molecular formula: C28H40AsN5O5SSiW
Method: DFT, ωB97M-V/def2-TZVPD

Values from the calculation:
strongest force on any atom	0.021	Eh/bohr
HOMO level	-6.7	eV
LUMO	-0.027	hartree
energy relative to the best compared isomer or geometry (same formula, charge and spin)	108.4	kJ/mol
calculated total energy	-4731.576000	a.u.
gap between HOMO and LUMO	5.96	eV

```
! RIJCOSX wB97M-V def2-TZVPD def2/J DEFGRID3
* xyz 0 1
W 0.472 0.941 0.105
O 5.491 4.368 -1.459
C 4.415 3.645 -1.077
C 3.798 3.799 0.159
C 2.717 2.999 0.460
N 2.268 2.055 -0.372
C 2.796 1.988 -1.600
C 3.876 2.744 -1.991
C 1.965 1.151 -2.524
O 2.296 0.938 -3.671
O 0.875 0.731 -1.950
C 1.837 3.188 1.660
O 2.147 3.927 2.573
O 0.741 2.508 1.551
H 5.725 4.999 -0.769
H 4.099 4.546 0.883
H 4.254 2.655 -3.000
C -5.489 2.275 0.647
C -4.519 3.446 0.580
N -3.409 3.209 -0.339
C -2.316 2.500 0.029
S -0.885 2.718 -0.915
N -2.436 1.730 1.086
N -1.306 1.068 1.417
C -1.292 0.462 2.555
C -2.479 0.368 3.454
C 0.023 0.006 2.993
C 0.273 -0.403 4.298
C 1.573 -0.641 4.698
C 2.603 -0.437 3.794
C 2.277 -0.038 2.513
N 1.022 0.129 2.100
H -6.315 2.511 1.319
H -4.985 1.381 1.009
H -5.900 2.064 -0.341
H -4.129 3.681 1.574
H -5.042 4.328 0.210
H -3.201 3.944 -0.994
H -3.383 0.560 2.886
H -2.415 1.109 4.256
H -2.535 -0.622 3.907
H -0.547 -0.510 4.993
H 1.783 -0.959 5.711
H 3.640 -0.568 4.068
H 3.038 0.160 1.772
C -2.201 -1.994 -4.048
Si -3.131 -1.402 -2.532
C -4.166 0.098 -2.958
C -4.228 -2.765 -1.860
C -1.892 -0.915 -1.281
C -0.987 -0.525 -0.561
H -2.865 -2.080 -4.911
H -1.744 -2.972 -3.877
H -1.408 -1.287 -4.299
H -4.965 -0.172 -3.654
H -3.548 0.868 -3.424
H -4.618 0.529 -2.063
H -4.940 -3.109 -2.614
H -4.796 -2.411 -0.997
H -3.632 -3.622 -1.540
C 1.859 -3.433 -2.709
C 1.478 -2.010 -2.317
As 1.745 -1.533 -0.434
C 0.862 -3.105 0.356
C 0.258 -2.956 1.742
C 3.638 -2.097 -0.291
C 4.308 -2.140 1.078
H 1.491 -3.638 -3.716
H 1.427 -4.188 -2.050
H 2.939 -3.580 -2.730
H 0.419 -1.816 -2.479
H 2.018 -1.293 -2.932
H 1.594 -3.915 0.332
H 0.074 -3.349 -0.357
H 1.000 -2.683 2.496
H -0.197 -3.898 2.053
H -0.527 -2.200 1.729
H 4.208 -1.478 -0.988
H 3.622 -3.104 -0.711
H 4.580 -1.149 1.437
H 5.232 -2.718 1.021
H 3.672 -2.612 1.831
*
```

Löwdin population analysis, charges in e, atoms 1 to 4:
1 W 1.290
2 O 0.087
3 C -0.279
4 C 0.083